58
Properties=species:S:1:pos:R:3:forces:R:3 method="wB97M-V/def2-TZVPD" gap_ha="0.254 / 0.254" s2=2.003 spin_multiplicity=3 e_lumo_ev="-3.76 / -3.76" charge=+1 e_tot_ha=-5434.5971
Pr -0.221 -0.186 -0.194 0.2 0.1 0.7
Br -3.682 -4.859 -5.084 0.0 0.0 0.0
C -3.196 -3.636 -3.736 0.1 0.1 0.0
C -3.892 -3.623 -2.526 -0.1 0.0 0.1
C -3.551 -2.739 -1.526 0.1 -0.1 -0.2
C -2.486 -1.848 -1.701 0.1 0.2 0.0
O -2.137 -1.034 -0.720 -0.2 -0.1 -0.2
C -1.790 -1.836 -2.939 0.0 0.1 -0.1
C -0.767 -0.881 -3.319 -0.1 0.1 0.0
N -0.259 0.062 -2.592 0.0 -0.1 -0.2
C 0.741 0.959 -3.073 -0.1 -0.1 -0.1
C 1.368 0.852 -4.288 0.0 0.1 0.1
C 2.397 1.739 -4.660 0.0 0.0 0.0
C 2.811 2.719 -3.807 0.0 0.0 0.0
C 2.197 2.859 -2.543 -0.1 0.0 0.0
C 2.609 3.836 -1.609 0.0 0.0 0.0
C 1.995 3.926 -0.393 -0.1 -0.1 -0.1
C 0.952 3.030 -0.113 -0.1 0.1 0.0
N 0.523 2.114 -0.956 0.2 -0.1 -0.1
C 1.143 1.997 -2.172 0.0 -0.1 -0.2
C -2.169 -2.749 -3.943 -0.1 -0.1 0.0
H -4.708 -4.316 -2.374 0.0 0.0 0.0
H -4.086 -2.729 -0.588 0.0 0.0 0.0
H -0.442 -0.996 -4.353 0.0 0.0 0.0
H 1.099 0.072 -4.986 0.0 0.0 0.0
H 2.865 1.621 -5.627 0.0 0.0 0.0
H 3.612 3.393 -4.078 0.0 0.0 0.0
H 3.422 4.501 -1.872 0.0 0.0 0.0
H 2.292 4.653 0.348 0.0 0.0 0.0
H 0.448 3.072 0.848 0.0 0.0 0.0
H -1.646 -2.741 -4.891 0.0 0.0 0.0
F 3.371 -5.424 2.750 0.0 0.0 0.0
C 3.183 -4.250 2.165 -0.1 0.1 -0.1
C 1.989 -3.971 1.517 0.2 0.1 0.0
F 1.009 -4.866 1.467 0.0 0.0 0.0
C 1.848 -2.733 0.926 -0.1 0.0 0.0
F 0.637 -2.492 0.294 0.1 -0.1 0.1
C 2.801 -1.729 0.930 -0.1 0.1 -0.1
S 2.542 -0.165 0.156 0.1 -0.2 0.2
C 3.984 -2.048 1.593 0.0 -0.1 0.0
F 4.969 -1.159 1.660 0.0 0.0 0.0
C 4.176 -3.281 2.197 0.0 0.0 0.0
F 5.320 -3.541 2.816 0.0 0.0 0.0
N -3.545 3.343 5.642 0.0 0.0 0.0
C -2.546 2.437 5.675 0.1 0.0 0.0
O -2.026 2.056 6.700 0.0 0.0 0.0
C -2.055 1.892 4.345 0.0 0.0 0.0
C -1.000 0.990 4.404 0.0 -0.1 0.0
C -0.512 0.451 3.231 0.0 0.1 0.0
N -1.015 0.775 2.032 -0.1 0.1 0.0
C -2.031 1.641 1.973 0.0 0.0 0.2
C -2.581 2.223 3.103 0.1 -0.1 -0.1
H -3.874 3.699 6.525 0.0 0.0 0.0
H -3.985 3.663 4.801 0.0 0.0 0.0
H -0.583 0.721 5.363 0.0 0.0 0.0
H 0.315 -0.251 3.239 0.0 0.0 0.0
H -2.424 1.874 0.988 0.0 0.0 0.0
H -3.405 2.910 2.977 0.0 0.0 0.0

60
Properties=species:S:1:pos:R:3:forces:R:3 method="wB97M-V/def2-TZVPD" gap_ha="0.279 / 0.235" s2=8.765 spin_multiplicity=6 e_lumo_ev="-0.72 / -1.81" e_tot_ha=-4801.8743 e_above_lowest_kcal_mol=0.00
Fe 0.387 -0.969 1.404 -0.1 -0.4 0.2
F 0.129 3.735 6.245 0.0 0.1 0.1
C 0.002 2.555 5.644 0.0 0.1 0.1
C 0.793 2.233 4.565 0.1 0.1 -0.1
F 1.694 3.105 4.106 0.0 0.0 0.0
C 0.635 1.006 3.958 0.3 0.0 -0.1
F 1.469 0.744 2.917 -0.2 0.0 -0.2
C -0.298 0.062 4.351 0.0 0.0 0.0
S -0.503 -1.490 3.564 0.4 0.0 -0.3
C -1.066 0.421 5.451 -0.1 0.0 0.0
F -1.990 -0.422 5.912 -0.1 0.0 0.0
C -0.929 1.639 6.088 -0.1 0.0 0.1
F -1.700 1.944 7.130 0.0 0.0 0.0
S 0.407 -3.319 0.911 -0.2 0.1 0.0
C 2.124 -3.130 0.820 -0.2 0.2 0.0
S 2.674 -1.526 1.183 -0.2 0.3 0.2
C 2.969 -4.137 0.482 0.5 -0.5 -0.1
C 4.381 -3.894 0.359 -0.2 -0.2 0.0
N 5.511 -3.701 0.246 -0.2 0.0 0.0
C 2.473 -5.462 0.225 0.1 0.2 0.0
N 2.064 -6.517 0.009 0.1 0.2 0.0
O -0.046 -0.554 -0.596 0.3 0.0 0.2
S -0.211 0.411 -1.753 -0.2 0.0 -0.1
C -0.273 -0.678 -3.158 0.0 0.0 0.0
C 0.124 -1.997 -3.008 0.0 0.0 0.0
C 0.092 -2.823 -4.122 0.0 0.0 0.0
C -0.338 -2.328 -5.347 0.0 0.0 0.0
C -0.751 -1.006 -5.470 0.0 0.0 0.0
C -0.727 -0.168 -4.365 0.0 0.0 0.0
C 1.374 1.171 -2.025 0.0 -0.1 0.1
C 2.531 0.443 -1.786 0.1 0.0 -0.1
C 3.755 1.064 -1.972 0.0 0.0 0.0
C 3.807 2.387 -2.405 0.0 0.0 0.0
C 2.639 3.098 -2.651 0.0 0.0 0.0
C 1.406 2.492 -2.449 -0.1 0.0 0.0
H 0.431 -2.367 -2.035 0.0 0.0 -0.1
H 0.403 -3.857 -4.030 0.0 0.0 0.0
H -0.366 -2.981 -6.211 0.0 0.0 0.0
H -1.100 -0.630 -6.424 0.0 0.0 0.0
H -1.056 0.864 -4.442 0.0 -0.1 0.0
H 2.475 -0.586 -1.451 0.0 0.1 0.0
H 4.667 0.514 -1.774 0.0 0.0 0.0
H 4.768 2.867 -2.549 -0.1 0.0 0.0
H 2.687 4.126 -2.988 0.0 0.0 0.0
H 0.482 3.040 -2.619 0.1 -0.1 0.0
N -5.167 -0.835 0.760 0.0 0.1 -0.1
C -4.780 0.289 0.107 -0.1 0.0 0.0
O -5.445 0.814 -0.764 0.1 -0.1 0.1
C -3.457 0.883 0.512 -0.1 -0.1 0.0
C -3.206 2.204 0.176 0.0 0.1 -0.1
C -1.994 2.771 0.524 0.0 0.1 0.0
C -1.059 1.985 1.175 0.0 -0.1 0.2
N -1.285 0.704 1.494 0.3 0.2 -0.5
C -2.467 0.176 1.169 0.1 -0.1 0.3
H -6.055 -1.235 0.514 0.0 0.0 0.0
H -4.658 -1.227 1.530 0.0 0.0 0.0
H -3.971 2.757 -0.354 0.0 0.0 0.0
H -1.766 3.804 0.292 0.0 -0.1 0.0
H -0.096 2.393 1.464 0.0 -0.1 -0.1
H -2.595 -0.864 1.459 0.0 0.0 -0.1

61
Properties=species:S:1:pos:R:3:forces:R:3 method="wB97M-V/def2-TZVPD" gap_ha=0.244 e_lumo_ev=-11.69 charge=+3 e_tot_ha=-2776.4180
Ir 0.235 0.700 -0.258 -0.2 -0.3 -0.3
O -3.594 0.519 1.181 0.0 0.1 0.0
C -2.342 0.547 0.912 0.0 -0.1 0.1
O -1.856 1.000 -0.144 0.2 0.1 0.0
C -1.422 -0.016 1.964 0.0 0.2 0.3
C -1.582 -0.144 3.345 -0.1 0.6 -0.7
C -0.423 -0.361 4.085 -1.0 -2.6 0.4
C 0.706 -0.904 3.469 0.5 0.5 -0.4
C 0.808 -0.761 2.095 0.1 0.2 0.3
N -0.221 -0.219 1.428 0.1 0.3 -0.1
C 2.016 -0.891 1.201 -0.1 0.0 0.1
O 3.020 -1.640 1.475 0.1 0.0 0.0
O 2.049 -0.220 0.147 -0.1 0.0 0.1
H -4.162 0.874 0.467 0.0 0.0 0.0
H -2.538 0.031 3.821 0.0 0.0 0.0
H -0.539 -0.539 5.150 0.2 0.6 0.1
H 1.512 -1.311 4.069 0.0 0.0 0.0
H 2.923 -2.240 2.235 0.0 0.0 0.0
F -3.527 7.597 -1.135 0.0 0.0 0.0
C -2.273 7.903 -0.787 0.0 -0.1 0.0
F -1.701 8.565 -1.788 0.0 0.0 0.0
F -2.311 8.688 0.287 0.0 0.0 0.0
C -1.514 6.618 -0.484 0.0 0.1 0.0
C -1.568 6.082 0.798 0.0 -0.1 0.0
C -0.890 4.913 1.081 0.0 0.1 0.1
C -0.132 4.289 0.078 -0.4 -0.5 0.0
C -0.124 4.813 -1.224 0.0 0.0 -0.1
C -0.804 5.984 -1.496 0.0 0.0 0.0
P 0.836 2.830 0.397 0.5 0.3 -0.1
C 2.070 2.685 -0.889 -0.3 0.1 -0.3
C 3.338 3.214 -1.029 0.1 -0.1 0.1
C 4.104 2.820 -2.126 0.0 0.0 0.0
C 3.609 1.913 -3.051 0.0 0.0 -0.1
C 2.319 1.400 -2.945 -0.1 0.0 0.0
C 1.547 1.811 -1.873 0.2 0.1 0.3
C 4.463 1.506 -4.247 0.0 0.0 0.0
F 4.219 2.326 -5.268 0.0 0.0 0.0
F 5.755 1.568 -3.940 0.0 0.0 0.0
F 4.164 0.260 -4.618 0.0 0.0 0.0
C 1.340 2.690 2.104 -0.2 -0.1 0.1
C 0.296 2.491 3.015 -0.1 -0.5 -0.2
C 0.550 2.141 4.328 0.5 2.3 0.3
C 1.877 2.150 4.765 0.1 -0.1 -0.2
C 2.920 2.421 3.890 0.0 -0.2 0.1
C 2.660 2.668 2.545 0.0 -0.2 -0.1
C 2.147 1.870 6.230 0.0 0.0 0.1
F 1.865 2.928 6.978 0.0 0.0 0.0
F 1.350 0.851 6.628 0.0 0.0 0.0
F 3.409 1.510 6.435 0.0 0.0 0.0
H -2.132 6.587 1.570 0.0 0.0 0.0
H -0.923 4.528 2.089 0.0 0.0 0.0
H 0.427 4.332 -2.020 0.0 0.0 0.0
H -0.779 6.411 -2.490 0.0 0.0 0.0
H 3.741 3.919 -0.314 0.0 0.0 0.0
H 5.101 3.222 -2.259 0.0 0.0 0.0
H 1.929 0.737 -3.706 0.0 0.0 0.0
H 0.423 1.619 -1.958 0.0 0.1 0.0
H -0.734 2.540 2.680 0.0 0.1 0.0
H -0.219 2.333 5.072 -0.2 -0.9 0.0
H 3.940 2.435 4.251 0.0 0.0 0.0
H 3.486 2.818 1.863 0.0 0.1 0.0